The following is a DFT calculation (the ωB97M-V functional and the def2-TZVPD basis) of a structure of composition C29H26LuN7.

As for the relative energy (zero: lowest compared OMol25 entry of this formula, charge and spin): 40.0 kJ/mol. For the orbital gap, the calculation gives 5.895 eV. The charge is +2. The HOMO energy comes out at -12.230 eV.

The geometry in XYZ format:
```
63
C29H26LuN7 the ωB97M-V functional and the def2-TZVPD basis
H 12.70104 10.51160 12.40847
H 5.64388 11.01700 15.36732
C 6.62514 9.52572 14.06787
C 8.86540 12.68776 15.82568
H 6.36556 6.16191 14.58003
H 10.29414 10.89159 12.89186
H 5.79180 5.89263 17.29203
H 4.31639 15.13347 10.83411
C 6.78418 6.25584 12.22395
H 8.16054 10.61208 15.69440
C 5.02701 6.62571 16.91293
H 6.82708 5.25956 10.27379
C 7.64643 12.90522 13.27277
H 4.60843 12.69189 9.83869
N 7.69745 11.21295 8.80094
C 5.06399 14.38449 11.18515
C 8.30404 11.55518 15.18879
C 10.09465 11.06782 9.54119
H 11.20402 11.26960 5.80108
N 6.98218 8.37095 11.34797
H 6.53362 5.49706 12.93226
C 5.75787 9.94561 15.17596
C 11.95164 10.65300 11.58114
H 12.97618 10.96849 7.64392
C 10.96525 11.21492 6.86000
C 6.16182 7.21264 14.80259
N 6.16362 12.36828 11.29466
C 8.84011 13.91879 15.09163
C 5.88637 14.38836 12.32083
C 9.60069 11.16733 7.18137
C 11.43890 10.94843 9.22788
H 7.30477 7.70206 9.32364
H 9.91949 15.10466 16.57759
C 12.38567 10.84158 10.25556
C 5.18732 13.09156 10.65817
C 5.35562 9.05846 16.14332
H 5.99298 15.11866 13.10720
H 9.69373 15.94860 15.03652
C 10.57772 10.77611 11.87761
N 9.68859 10.98946 10.87321
N 7.30454 10.41475 13.32437
H 4.17265 6.08107 16.47068
H 4.68429 7.13545 17.76797
N 6.84693 7.61062 12.57115
C 5.56693 7.64562 15.95848
C 8.31990 14.01557 13.84009
C 6.61220 8.13167 13.84078
C 7.17044 7.44050 10.36065
C 11.88914 11.01190 7.85884
H 13.43660 10.84045 9.94875
C 9.23150 15.22595 15.72555
H 8.38592 15.74042 16.13485
C 7.71553 11.62916 13.88768
H 9.18007 12.74994 16.87005
H 7.14376 10.63735 8.15596
H 7.35663 12.16237 8.72079
C 9.12937 11.13075 8.49207
H 4.86337 9.42272 17.06776
C 6.92373 6.13141 10.86388
H 8.31019 14.94800 13.32668
Lu 7.50247 10.50964 11.17329
N 6.61639 13.16911 12.35310
H 8.88054 11.24258 6.38053
```

Let us look at the Mulliken charges, expressed in e, one per atom: atom 1 (H): 0.3759, atom 2 (H): 0.4268, atom 3 (C): 0.2710, atom 4 (C): -1.0152, atom 5 (H): 0.3497, atom 6 (H): 0.3356, atom 7 (H): 0.3373, atom 8 (H): 0.3769, atom 9 (C): 0.0008, atom 10 (H): 0.6216, atom 11 (C): -1.6548, atom 12 (H): 0.4593, atom 13 (C): -0.0290, atom 14 (H): 0.5061, atom 15 (N): -0.5207, atom 16 (C): -0.9675, atom 17 (C): -0.2000, atom 18 (C): 0.4489, atom 19 (H): 0.4016, atom 20 (N): -0.5817, atom 21 (H): 0.3973, atom 22 (C): -0.1821, atom 23 (C): -0.9416, atom 24 (H): 0.3616, atom 25 (C): -0.7904, atom 26 (C): -0.7731, atom 27 (N): -0.6509, atom 28 (C): 0.8827, atom 29 (C): -0.1196, atom 30 (C): -0.5057, atom 31 (C): 0.7402, atom 32 (H): 0.4149, atom 33 (H): 0.4084, atom 34 (C): -0.4047, atom 35 (C): -0.3752, atom 36 (C): -0.8081, atom 37 (H): 0.5534, atom 38 (H): 0.3887, atom 39 (C): 0.1471, atom 40 (N): -0.0793, atom 41 (N): 0.0926, atom 42 (H): 0.3281, atom 43 (H): 0.4167, atom 44 (N): 0.1387, atom 45 (C): 0.2277, atom 46 (C): -1.2922, atom 47 (C): 1.0557, atom 48 (C): -0.1263, atom 49 (C): -0.8120, atom 50 (H): 0.4363, atom 51 (C): -1.6293, atom 52 (H): 0.3283, atom 53 (C): 0.3407, atom 54 (H): 0.4300, atom 55 (H): 0.3857, atom 56 (H): 0.3062, atom 57 (C): 0.1060, atom 58 (H): 0.3476, atom 59 (C): -1.0798, atom 60 (H): 0.7631, atom 61 (Lu): 1.7768, atom 62 (N): 0.4229, atom 63 (H): 0.4301


The following is a DFT calculation (the ωB97M-V functional and the def2-TZVPD basis) of a structure of composition C29H27AsF2N5O3PS4SeTl.

As for the relative energy (zero: lowest compared OMol25 entry of this formula, charge and spin): 127.5 kJ/mol. For the orbital gap, the calculation gives 4.916 eV. The charge is -1. The HOMO energy comes out at -3.961 eV.

The geometry in XYZ format:
```
74
C29H27AsF2N5O3PS4SeTl the ωB97M-V functional and the def2-TZVPD basis
H 2.11379 3.32638 -2.55736
H -4.40508 -1.18525 1.65677
H 2.68918 2.57207 -1.07513
H 3.69469 0.90958 0.08320
Tl 1.08925 -1.81360 0.40670
C -2.99081 -1.74083 -4.02869
C 2.97729 1.26619 3.79032
C -3.77632 -1.29213 0.78353
H 0.86514 4.95175 2.81474
H 2.08475 -2.22867 -2.74810
H -2.11485 3.24164 -0.33129
C 0.65573 -1.51381 2.56797
N -5.17789 -1.41415 -3.26013
H -0.58403 4.88909 1.79606
H 3.27321 1.18984 -3.06517
N 0.17955 -1.83027 -2.13040
C 2.25440 1.17868 -2.67136
C 0.12954 4.28598 2.35965
C -0.18423 -2.50746 3.05966
H 1.56111 1.08122 -3.50917
H -0.40536 3.76817 3.15679
H 2.77876 1.32567 4.84517
C -3.92304 -1.54321 -2.93694
C 0.76797 -0.59674 4.75888
C 1.05642 -2.11729 -3.08110
H -0.38923 -1.52684 6.30393
Se -5.26865 -1.54584 -5.04355
H 4.54000 2.72123 3.87470
H 1.56653 2.71891 2.01436
C 3.50224 1.06953 1.14086
N -1.56235 -1.51498 -0.08824
H -1.94046 -1.30542 1.91009
C -3.68056 2.10633 -1.28968
C -0.10046 -1.54130 5.26326
N -3.50315 -1.77255 -5.22590
C -2.39516 -1.36980 0.92997
C -1.57152 -1.88021 -3.75483
H 2.16231 0.29389 -2.03688
H 1.30773 3.78992 0.62414
H 1.43863 -2.54145 -5.14582
F -1.38373 -3.45547 4.85536
C -3.44064 -1.49137 -1.56705
H -0.52848 -3.31063 2.41575
O 0.64058 2.55828 -1.42011
O -0.17604 2.38927 0.95352
H -0.97865 -2.26307 -5.77885
C 3.97549 2.05015 3.23846
H 5.04909 2.53786 1.42840
H -4.02916 1.61749 -0.37900
As 3.08667 -4.28856 -0.25732
P 0.07694 1.43965 -0.35889
C 0.68455 -2.29150 -4.41266
F 1.18366 0.32459 5.66740
C -2.06319 -1.56969 -1.32554
C 1.98917 2.45912 -1.90821
H -1.86348 2.98279 -2.06260
H -3.80424 1.41096 -2.12220
H -5.37210 -1.29560 -0.66365
C -4.30643 -1.35497 -0.48459
C 2.25528 0.39547 2.96171
O -1.45580 1.35303 -0.86473
C -0.63918 -2.15060 -4.75770
C 4.25820 1.95896 1.88629
C -1.11501 -1.75182 -2.43791
S 3.32045 -1.99588 -0.59158
H -4.30855 2.97965 -1.47680
C -0.54878 -2.50468 4.38896
N 2.53258 0.33361 1.66122
S 4.06864 -4.70420 1.53702
S 0.85450 -4.34009 0.06130
C 0.81551 3.28508 1.45891
C 1.20161 -0.54797 3.43251
C -2.23571 2.52498 -1.14440
S 3.54118 -5.18912 -2.09409
```

Let us look at the Mulliken charges, expressed in e, one per atom: atom 1 (H): 0.3713, atom 2 (H): 0.4615, atom 3 (H): 0.0678, atom 4 (H): 0.6504, atom 5 (Tl): 1.0144, atom 6 (C): 0.9461, atom 7 (C): -0.6574, atom 8 (C): -1.2013, atom 9 (H): 0.3778, atom 10 (H): 0.4173, atom 11 (H): 0.2077, atom 12 (C): 0.2693, atom 13 (N): -0.8907, atom 14 (H): 0.4077, atom 15 (H): 0.4231, atom 16 (N): 0.8126, atom 17 (C): -0.7699, atom 18 (C): -1.6307, atom 19 (C): -0.8558, atom 20 (H): 0.3236, atom 21 (H): 0.3191, atom 22 (H): 0.5346, atom 23 (C): 0.5420, atom 24 (C): 0.4254, atom 25 (C): -0.2261, atom 26 (H): 0.5074, atom 27 (Se): 0.1784, atom 28 (H): 0.4096, atom 29 (H): -0.2230, atom 30 (C): -0.5105, atom 31 (N): 0.5080, atom 32 (H): 0.4444, atom 33 (C): -1.0762, atom 34 (C): -1.0339, atom 35 (N): -0.8974, atom 36 (C): -0.1522, atom 37 (C): 0.5517, atom 38 (H): -0.1120, atom 39 (H): 0.2563, atom 40 (H): 0.4626, atom 41 (F): -0.3619, atom 42 (C): 0.9058, atom 43 (H): 0.3380, atom 44 (O): -0.4342, atom 45 (O): -0.3685, atom 46 (H): 0.5318, atom 47 (C): -0.6707, atom 48 (H): 0.4459, atom 49 (H): 0.2125, atom 50 (As): 0.3178, atom 51 (P): 0.6971, atom 52 (C): -1.3147, atom 53 (F): -0.3688, atom 54 (C): -0.6700, atom 55 (C): -0.1748, atom 56 (H): 0.2516, atom 57 (H): 0.1467, atom 58 (H): 0.4832, atom 59 (C): -0.5990, atom 60 (C): 0.3932, atom 61 (O): -0.2023, atom 62 (C): -0.6545, atom 63 (C): -1.0435, atom 64 (C): -0.5319, atom 65 (S): -0.4654, atom 66 (H): 0.4931, atom 67 (C): 0.4589, atom 68 (N): 0.7819, atom 69 (S): -0.5320, atom 70 (S): -0.4748, atom 71 (C): 0.6884, atom 72 (C): -0.1633, atom 73 (C): -0.2205, atom 74 (S): -0.5484


| no. | LUMO energy (eV) |
| --- | --- |
| 1 | -6.3345 |
| 2 | 0.9542 |